Molecular formula: C4H7O3P
Method: DFT, ωB97M-V/def2-TZVPD

The electronic energy comes out at -723.6308 Ha. Its energy relative to the best compared isomer or geometry (same formula, charge and spin) is 53.5 kcal per mole. The calculation puts the LUMO energy at 6.79 eV. The HOMO-LUMO gap is 5.883 eV. Its charge is -2.

Positions of all 15 atoms, in Å:
C 0.32822 0.43664 -1.30210
C 0.58858 1.11694 -0.00617
C 0.72113 -0.39305 -0.05257
C -0.46839 -1.11855 0.79794
O 3.13743 -1.47369 -1.59679
O 3.60630 -1.34737 0.90476
O 2.21798 -3.23564 -0.06343
P 2.74628 -1.82832 -0.24969
H -0.57994 0.31293 -1.78356
H 1.23847 0.49820 -1.95686
H 1.55549 1.51356 -0.09636
H -0.15984 1.59103 0.59093
H -1.24685 -0.41629 0.80251
H -0.15663 -1.10528 1.90810
H -0.63635 -2.03717 0.41194

Want to see where the charge sits? The Mulliken charges in e are: C -0.7122; C -0.7233; C 0.3513; C -1.6093; O -0.7234; O -0.7675; O -0.7689; P 0.8122; H 0.3719; H 0.1172; H 0.2296; H 0.3315; H 0.4880; H 0.2115; H 0.3915

Molecular formula: C3H9S3
Method: DFT, ωB97M-V/def2-TZVPD

The electronic energy comes out at -1314.2692 Ha. Its energy relative to the best compared isomer or geometry (same formula, charge and spin) is 21.4 kcal per mole. The calculation puts the LUMO energy at 2.90 eV. The HOMO-LUMO gap is 5.140 eV. Its charge is -1.

Positions of all 15 atoms, in Å:
C -0.85918 2.35862 2.39031
S -1.68014 2.56104 0.77026
H -0.14595 3.17065 2.55685
H -1.58626 2.36940 3.20412
H -0.28971 1.42579 2.44786
C -1.12322 0.29550 -1.57579
S -0.17684 -0.76444 -0.46197
S 1.35507 -1.35836 -1.76843
C 1.99766 -2.67184 -0.70320
H -0.71791 1.30104 -1.57681
H -1.04003 -0.13415 -2.57920
H -2.14545 0.28080 -1.22088
H 1.20124 -3.06142 -0.07334
H 2.39973 -3.46339 -1.33365
H 2.81099 -2.30925 -0.07615

Want to see where the charge sits? The Mulliken charges in e are: C -0.7001; S -0.7219; H 0.1802; H 0.1924; H 0.1429; C -0.9285; S -0.0093; S -0.1138; C -0.8202; H 0.2771; H 0.3623; H 0.3150; H 0.2450; H 0.3013; H 0.2776